[1]
{
  "formula": "C33H88ClN4O23PS3",
  "method": "ωB97M-V with the def2-TZVPD basis set",
  "symbols": ["C", "C", "C", "O", "C", "N", "H", "H", "H", "H", "H", "H", "H", "H", "H", "H", "H", "H", "C", "C", "C", "O", "C", "N", "H", "H", "H", "H", "H", "H", "H", "H", "H", "H", "H", "H", "C", "C", "C", "O", "C", "N", "H", "H", "H", "H", "H", "H", "H", "H", "H", "H", "H", "H", "C", "C", "C", "O", "C", "N", "H", "H", "H", "H", "H", "H", "H", "H", "H", "H", "H", "H", "P", "O", "O", "O", "O", "Cl", "O", "O", "O", "O", "C", "C", "C", "O", "C", "H", "H", "H", "H", "H", "H", "H", "H", "C", "C", "C", "O", "C", "H", "H", "H", "H", "H", "H", "H", "H", "O", "S", "O", "O", "C", "C", "C", "H", "H", "H", "H", "H", "H", "H", "H", "O", "S", "O", "O", "C", "C", "C", "H", "H", "H", "H", "H", "H", "H", "H", "O", "S", "O", "O", "C", "C", "C", "H", "H", "H", "H", "H", "H", "H", "H"],
  "coordinates": [[0.4264, 2.4041, 2.9447], [-0.2339, 3.5564, 3.7940], [-0.2193, 4.9609, 3.1867], [-1.1075, 5.9685, 3.7698], [-0.8413, 7.3102, 3.2989], [-1.7320, 3.1503, 3.9424], [-2.1959, 2.8120, 3.1115], [-1.7044, 2.4027, 4.6210], [-2.2824, 3.7964, 4.4897], [1.5088, 2.5218, 2.9963], [-0.0388, 2.4814, 1.9620], [0.3058, 1.4189, 3.3953], [0.0996, 3.5962, 4.8310], [-0.5043, 4.7727, 2.1516], [0.8092, 5.3070, 3.0841], [-0.0317, 7.7917, 3.8473], [-1.7827, 7.8566, 3.3554], [-0.6255, 7.3751, 2.2324], [-2.1466, 4.4194, -0.3186], [-3.5367, 4.6735, -0.7964], [-3.8412, 4.8087, -2.3737], [-5.1697, 5.2101, -2.5921], [-5.5833, 5.0625, -3.9116], [-4.4145, 3.4943, -0.3716], [-4.3043, 3.3988, 0.6278], [-5.3860, 3.4371, -0.6421], [-4.1260, 2.5337, -0.4904], [-1.5810, 3.5604, -0.6794], [-2.0943, 4.3585, 0.7684], [-1.4374, 5.1850, -0.6331], [-3.8269, 5.5079, -0.1579], [-3.6582, 3.8192, -2.7925], [-3.2726, 5.6315, -2.8071], [-6.5788, 5.4389, -4.1470], [-5.4625, 4.0662, -4.3371], [-4.9398, 5.7741, -4.4289], [-0.3305, 0.7745, -1.1077], [-0.7004, -0.6997, -1.1576], [0.6045, -1.5171, -1.0005], [0.2017, -2.9277, -1.1069], [1.2536, -3.8946, -0.9076], [-1.6558, -0.8909, -0.0120], [-2.5067, -0.4082, -0.2631], [-1.8396, -1.8533, 0.2329], [-1.4796, -0.3735, 0.8373], [0.0888, 1.1105, -2.0561], [0.4821, 0.9555, -0.4042], [-1.2382, 1.3747, -1.0454], [-1.1416, -0.8856, -2.1368], [1.1981, -1.2293, -0.1328], [1.3167, -1.3739, -1.8130], [1.5713, -4.1133, 0.1119], [2.2024, -3.7253, -1.4168], [0.9658, -4.9303, -1.0879], [-3.5332, -1.9460, 6.5671], [-2.7709, -1.8691, 5.2755], [-3.1477, -2.9294, 4.1152], [-1.9609, -3.2565, 3.3773], [-1.8990, -4.4205, 2.5690], [-2.7075, -0.4517, 4.6692], [-3.6170, -0.1579, 4.3427], [-2.3160, 0.2305, 5.3028], [-2.2529, -0.4111, 3.7682], [-4.5975, -1.7401, 6.4527], [-3.2120, -1.1310, 7.2157], [-3.4081, -2.9059, 7.0682], [-1.7195, -1.8385, 5.5613], [-3.9364, -2.5203, 3.4838], [-3.5688, -3.8589, 4.4981], [-0.9014, -4.5657, 2.1546], [-2.5780, -4.2359, 1.7365], [-2.2304, -5.3002, 3.1208], [-3.4448, 1.0263, 1.8377], [-2.0621, 0.5082, 2.2485], [-3.7276, 0.8863, 0.3035], [-3.6068, 2.5867, 2.1176], [-4.5232, 0.2040, 2.6800], [-1.3694, 3.4205, -4.8924], [-1.4237, 2.0425, -5.3441], [-0.3234, 4.1543, -5.5888], [-2.6325, 4.1323, -5.1209], [-0.9434, 3.3465, -3.5349], [2.3237, -7.8708, -2.2791], [3.2999, -6.7533, -2.6885], [4.1096, -6.4048, -1.4516], [3.0845, -6.7160, -0.4577], [2.1308, -7.7046, -0.7697], [2.5785, -8.9083, -2.4954], [1.3524, -7.6712, -2.7316], [2.8370, -5.7860, -2.8841], [3.8417, -7.0598, -3.5832], [4.5807, -5.4283, -1.3388], [4.9191, -7.1279, -1.3522], [1.1181, -7.3844, -0.5248], [2.2134, -8.6273, -0.1953], [2.5220, 5.1646, -1.8310], [1.4786, 4.7878, -0.7815], [2.3135, 3.9542, 0.2162], [3.6954, 4.4402, -0.0354], [3.7769, 5.5037, -1.0416], [2.2852, 6.0621, -2.4023], [2.6508, 4.3152, -2.5019], [0.6096, 4.2527, -1.1644], [1.1585, 5.6859, -0.2532], [2.1823, 2.8803, 0.0827], [1.9948, 4.3533, 1.1791], [4.7060, 5.5476, -1.6100], [3.7718, 6.4396, -0.4830], [-2.4379, -3.7350, -2.1296], [-2.7905, -3.8760, -3.5640], [-4.1934, -3.8935, -3.9270], [-1.9549, -2.7387, -4.4618], [-2.1721, -2.5472, -5.8107], [-0.8157, -2.1915, -6.5404], [-1.9136, -5.3620, -4.2783], [-2.9021, -1.7520, -5.9620], [-2.6579, -3.3711, -6.3335], [-0.1903, -3.0746, -6.6717], [-0.2205, -1.5855, -5.8573], [-0.8011, -1.7126, -7.5194], [-0.9506, -5.3138, -3.7701], [-1.9950, -5.1821, -5.3502], [-2.4159, -6.2883, -3.9996], [2.4630, -1.7584, 4.5559], [2.2068, -1.8998, 3.1369], [2.7732, -1.0495, 2.1075], [2.5846, -3.4895, 2.6971], [2.2036, -4.6026, 3.4764], [3.1847, -5.6261, 3.0135], [0.5037, -1.7465, 3.0141], [1.1717, -4.9343, 3.3619], [2.1959, -4.3956, 4.5465], [2.9966, -6.5086, 3.6251], [4.1916, -5.3730, 3.3455], [3.2334, -5.8039, 1.9392], [-0.0242, -2.1363, 3.8844], [0.2066, -2.3253, 2.1395], [0.2671, -0.6922, 2.8708], [3.0550, 0.9460, -1.6295], [4.2216, 0.2270, -1.1212], [4.2141, -1.1972, -0.9099], [5.4769, 0.4384, -2.1954], [5.8205, 1.7465, -2.6489], [7.0768, 2.1571, -2.0126], [5.0172, 1.1630, 0.3058], [5.2326, 2.6640, -2.6219], [6.0744, 1.7426, -3.7089], [7.4260, 3.0086, -2.5968], [7.8193, 1.3597, -2.0432], [7.0317, 2.4215, -0.9562], [6.0569, 0.8870, 0.4819], [4.2785, 1.0214, 1.0946], [4.8483, 2.1803, -0.0472]],
  "forces_ev_per_angstrom": [[0.0, 1.6, 1.2], [-1.6, -0.3, 0.6], [-0.2, 0.3, -1.1], [1.2, -1.1, -0.4], [-0.5, -0.5, -0.3], [2.6, 0.2, 2.7], [-1.9, -0.3, -2.0], [0.0, -0.9, -0.4], [-0.3, 1.1, -0.8], [0.0, 0.4, -0.7], [0.4, -0.5, -0.1], [-0.7, 0.2, 0.0], [0.3, -0.1, 0.0], [-0.4, 0.4, -0.3], [0.2, 0.2, 0.5], [-0.1, -0.1, 0.2], [0.1, 0.0, 0.6], [0.3, -0.5, -0.2], [2.0, -0.4, -0.3], [-1.7, -1.0, -1.7], [0.6, 0.9, 1.7], [-1.5, -0.9, 2.2], [0.9, 1.1, -1.4], [0.1, 0.8, 0.4], [-0.3, 0.0, 2.0], [-0.3, 1.0, -0.2], [1.5, -1.6, -0.9], [-0.8, -0.6, -0.3], [-0.4, 0.0, 0.0], [-0.5, 0.7, 0.0], [-0.8, 0.2, -0.6], [0.4, 0.2, -0.3], [0.9, -0.6, -0.1], [-0.3, -0.2, 0.9], [0.1, -0.1, 0.2], [0.2, -0.3, -1.0], [0.2, 0.3, -1.2], [2.0, 0.7, 0.5], [-0.8, -1.5, -1.0], [1.2, -0.1, 1.1], [0.1, -0.4, 0.6], [0.8, -1.3, -1.8], [-1.8, 0.5, -0.1], [-0.1, -0.4, -0.3], [0.8, 0.8, 1.3], [0.1, -0.3, -0.2], [-0.5, 0.3, 0.6], [0.1, 0.1, 0.7], [-0.5, -0.5, 0.4], [-0.4, -0.4, 0.7], [-0.3, 0.6, -0.4], [-0.1, 1.2, 0.8], [-0.2, 0.5, -0.5], [-0.8, 0.2, -1.1], [-1.0, 0.8, -0.1], [1.3, 0.1, -1.5], [0.9, 0.2, 0.5], [0.6, 1.0, 0.9], [-1.4, 0.6, -0.1], [-1.3, -1.7, 1.5], [-1.8, 0.9, -1.0], [0.1, -0.1, 0.2], [1.1, 0.3, -1.6], [-0.2, -0.3, -0.3], [0.3, -0.2, 0.3], [0.1, 0.1, -0.1], [0.2, -1.6, -0.1], [0.1, 0.5, -0.3], [0.1, 0.0, 0.7], [0.1, 0.2, 0.4], [-0.1, -0.5, -0.3], [0.1, -0.2, 0.0], [-5.1, 0.4, -0.3], [2.0, -0.3, 0.6], [1.0, -0.3, 0.4], [1.3, -0.8, 0.5], [2.1, 1.0, -0.3], [1.4, 0.2, -2.2], [-0.7, 0.5, -0.5], [-0.6, -0.3, -0.3], [0.7, -1.0, 0.8], [-0.8, 0.6, 2.3], [-1.2, 0.2, 0.1], [0.4, 0.5, -0.7], [-0.9, -3.1, 0.1], [0.9, 1.7, 2.3], [0.5, 0.3, -1.1], [0.5, 0.3, -0.4], [0.1, -0.2, -0.4], [-0.8, -0.4, -0.6], [0.3, 0.2, 0.1], [-0.9, 0.2, 0.1], [0.2, -0.2, 0.3], [0.0, 0.7, 0.0], [0.8, -0.1, 0.0], [-0.2, 1.3, -0.6], [0.5, -0.1, 0.0], [0.6, 2.5, -1.2], [0.6, -1.1, 0.7], [-1.6, -1.6, 1.2], [-0.6, -0.2, -0.3], [0.3, 0.1, -0.1], [0.1, 0.1, -0.2], [-0.2, 0.1, -0.1], [0.5, 0.0, 0.1], [0.4, -0.8, 0.5], [0.1, -0.9, 0.1], [-0.5, 0.3, -0.2], [-0.4, 0.1, -3.5], [0.5, -0.5, 0.9], [1.4, 0.2, 0.0], [-0.2, -1.3, 3.3], [-0.1, 1.1, -3.4], [0.2, -0.6, 1.3], [-1.1, 1.2, 1.1], [0.2, 0.4, 0.2], [0.1, -0.6, 0.3], [-0.2, -0.4, 0.1], [-0.2, 0.4, -0.1], [-0.9, 0.2, 0.2], [0.2, 0.0, -0.7], [0.6, -0.2, 0.1], [-0.2, 0.3, 0.0], [0.7, 0.1, -1.0], [1.0, -1.1, 0.3], [0.0, -1.1, 1.2], [-0.9, 3.8, -0.3], [-0.2, -0.2, 0.4], [0.8, -1.0, 1.4], [-1.3, -0.5, -0.6], [-0.3, 0.2, -0.9], [0.9, 0.2, 0.1], [-0.2, -0.6, -0.6], [0.1, 0.5, -0.2], [-0.5, -0.1, 0.1], [0.3, -0.1, -0.1], [-0.3, 0.2, -0.1], [0.0, -0.1, -0.1], [1.4, -1.0, 1.1], [1.8, 0.9, -0.7], [-0.3, 1.1, -0.1], [-2.2, 0.0, 0.5], [1.0, 0.7, -1.0], [1.8, 0.2, 0.8], [-2.3, -0.4, -1.4], [-1.7, -0.8, 0.7], [-0.4, -0.9, -0.2], [0.4, 0.1, 0.3], [0.1, 0.0, -0.3], [-0.3, 0.3, -0.1], [-0.5, -0.2, 0.0], [0.5, -0.3, 0.4], [0.5, 0.2, 0.1]],
  "homo_lumo_gap_ev": 6.67,
  "homo_energy_ev": -7.49
}


[2]
{
  "formula": "C33H88N4O10",
  "method": "ωB97M-V with the def2-TZVPD basis set",
  "symbols": ["C", "C", "C", "O", "H", "H", "H", "H", "H", "H", "H", "H", "C", "C", "C", "O", "H", "H", "H", "H", "H", "H", "H", "H", "C", "C", "C", "O", "H", "H", "H", "H", "H", "H", "H", "H", "C", "C", "C", "O", "H", "H", "H", "H", "H", "H", "H", "H", "C", "C", "C", "O", "H", "H", "H", "H", "H", "H", "H", "H", "C", "O", "C", "C", "N", "C", "C", "O", "C", "H", "H", "H", "H", "H", "H", "H", "H", "H", "H", "H", "H", "H", "H", "H", "C", "C", "C", "O", "C", "N", "H", "H", "H", "H", "H", "H", "H", "H", "H", "H", "H", "C", "C", "C", "O", "C", "N", "H", "H", "H", "H", "H", "H", "H", "H", "H", "H", "H", "C", "C", "C", "O", "C", "N", "H", "H", "H", "H", "H", "H", "H", "H", "H", "H", "H"],
  "coordinates": [[-1.9857, -2.8900, -4.3125], [-2.2480, -1.8517, -5.3791], [-1.8829, -0.4381, -4.9727], [-1.4796, -2.1409, -6.6022], [-2.5225, -2.6543, -3.3936], [-0.9622, -2.8100, -3.9462], [-2.2461, -3.9011, -4.6255], [-3.3179, -1.8845, -5.5850], [-2.4006, -0.2254, -4.0373], [-2.1547, 0.3119, -5.7155], [-0.8115, -0.3565, -4.7896], [-1.7013, -1.5105, -7.2915], [1.8073, 3.3192, 4.3383], [0.5305, 2.5350, 4.3759], [-0.3912, 2.8530, 5.5027], [-0.0817, 2.5506, 3.0890], [1.6460, 4.3489, 4.6576], [2.4060, 3.2762, 3.4284], [2.5100, 3.0073, 5.1110], [0.8750, 1.5269, 4.6064], [0.0734, 2.6988, 6.4765], [-1.3066, 2.2681, 5.4125], [-0.6212, 3.9135, 5.3999], [0.5600, 2.2132, 2.4597], [2.4440, 4.1236, -4.7398], [3.1178, 2.9638, -4.0218], [3.6516, 1.9062, -4.9363], [4.1566, 3.4255, -3.1890], [2.1434, 4.8508, -3.9855], [1.5593, 3.7797, -5.2756], [3.0763, 4.5619, -5.5120], [2.3678, 2.5272, -3.3624], [2.7774, 1.4476, -5.3985], [4.1537, 1.1444, -4.3398], [4.3803, 2.2852, -5.6528], [4.3974, 2.6684, -2.6501], [-2.8311, -3.9010, -0.4339], [-3.5411, -5.2221, -0.7009], [-3.7650, -5.5703, -2.2065], [-2.7571, -6.2225, -0.1696], [-2.8854, -3.5792, 0.6061], [-3.2386, -3.0790, -1.0224], [-1.7543, -3.9978, -0.5721], [-4.5301, -5.2817, -0.2464], [-3.8954, -6.6446, -2.3370], [-2.8674, -5.4137, -2.8048], [-4.5494, -4.9517, -2.6425], [-2.7685, -6.1368, 0.7865], [-5.6800, 1.6177, -2.6759], [-5.3344, 1.3267, -1.2029], [-6.5732, 1.4365, -0.3812], [-4.8817, -0.0019, -1.2299], [-6.5621, 1.0197, -2.9048], [-4.8655, 1.3743, -3.3581], [-5.8922, 2.6803, -2.7935], [-4.6182, 2.0329, -0.7827], [-6.4341, 1.1641, 0.6650], [-7.3483, 0.7315, -0.6818], [-6.9191, 2.4698, -0.4097], [-5.6119, -0.5720, -1.4818], [5.4531, 0.2092, -1.7972], [4.9065, 1.5013, -1.5102], [5.0114, 1.8050, -0.0954], [4.3935, 3.0939, 0.4193], [2.9819, 3.1868, 0.1142], [2.4116, 4.5034, 0.3605], [0.8590, 4.4871, 0.1799], [0.6118, 4.3663, -1.2141], [-0.7176, 4.1358, -1.6007], [5.2338, 0.0644, -2.8550], [4.9370, -0.5307, -1.1854], [6.5429, 0.1948, -1.8068], [6.0857, 1.7862, 0.0880], [4.5768, 0.9490, 0.4208], [4.9501, 3.9413, 0.0191], [4.5524, 3.0987, 1.4977], [2.8462, 2.9530, -0.8589], [2.6862, 5.2868, -0.3459], [2.6571, 4.8124, 1.3765], [0.3248, 5.3899, 0.4758], [0.3953, 3.6639, 0.7236], [-0.6610, 4.0772, -2.6876], [-1.2691, 5.0261, -1.2985], [-1.2565, 3.2687, -1.2187], [2.3465, -3.3943, 2.0898], [3.5728, -3.1251, 1.2657], [4.5074, -2.1720, 1.9595], [3.8822, -0.9057, 2.0674], [4.6886, 0.0363, 2.8027], [4.1802, -4.4206, 0.9595], [1.5669, -3.7197, 1.4011], [1.9628, -2.4968, 2.5749], [2.5012, -4.0618, 2.9375], [3.3350, -2.7327, 0.2770], [5.4543, -2.0981, 1.4248], [4.7373, -2.5371, 2.9605], [5.0524, -0.2721, 3.7828], [4.2098, 1.0154, 2.7892], [5.5793, 0.2397, 2.2082], [4.6631, -4.8476, 1.7371], [3.3841, -5.0274, 0.8252], [1.6604, 0.1493, -0.7501], [0.7516, 0.4117, 0.4394], [-0.1264, -0.8466, 0.8245], [-0.9468, -1.2634, -0.2535], [-1.8998, -0.3607, -0.7003], [1.6537, 0.8788, 1.4565], [1.2846, -0.0323, -1.7570], [2.3077, -0.6776, -0.4578], [2.4283, 0.9047, -0.9166], [-0.0078, 1.1685, 0.2429], [-0.7909, -0.5370, 1.6311], [0.5130, -1.6667, 1.1511], [-1.5275, 0.6327, -0.9503], [-2.7267, -0.3212, 0.0088], [-2.3847, -0.7690, -1.5870], [2.1642, 1.6232, 1.0034], [2.3895, 0.1987, 1.5840], [-0.8654, -2.6984, 3.6888], [-2.2631, -2.4601, 4.3313], [-3.2430, -1.7690, 3.4302], [-4.3086, -1.2537, 4.1989], [-5.4160, -0.6696, 3.4150], [-2.6705, -3.7572, 4.8089], [-0.2251, -3.3509, 4.2822], [-0.3315, -1.7624, 3.5245], [-0.9745, -3.0899, 2.6774], [-2.1952, -1.8628, 5.2405], [-3.5596, -2.4272, 2.6211], [-2.7633, -1.0144, 2.8067], [-4.9746, 0.2349, 2.9964], [-6.2455, -0.4655, 4.0920], [-5.8503, -1.2379, 2.5925], [-3.4269, -3.6291, 5.4659], [-1.9819, -4.1543, 5.4320]],
  "forces_ev_per_angstrom": [[0.6, 0.4, 0.3], [0.4, 0.6, -1.2], [-0.1, -0.2, 0.7], [-0.4, -0.8, 0.9], [-0.6, 0.1, -0.2], [0.4, -0.4, -0.4], [0.2, 0.1, 0.0], [-0.1, 0.0, -0.4], [-0.1, 0.4, 0.1], [-0.1, -0.1, -0.1], [0.1, -0.1, 0.0], [-0.2, 0.2, 0.2], [1.0, 1.2, 1.3], [1.3, -1.9, -0.9], [-0.5, 1.1, -0.5], [-1.1, 0.8, 1.1], [-0.2, 0.5, -0.6], [-0.5, 0.0, -0.3], [0.0, -0.5, 0.3], [-0.1, -0.7, -0.4], [0.1, -0.1, -0.1], [0.0, 0.0, 0.1], [-0.4, 0.2, 0.3], [0.5, -0.7, -0.1], [0.1, -0.3, 0.0], [-0.1, 0.5, 0.1], [-0.4, -0.5, 0.0], [0.1, 1.1, -0.2], [0.0, 0.2, -0.2], [-0.2, -0.1, 0.2], [0.3, 0.2, 0.2], [-0.4, -0.3, 0.0], [0.3, -0.2, -0.5], [0.0, -0.1, 0.0], [-0.2, 0.1, -0.1], [0.5, -0.2, 0.3], [-0.3, 0.4, 0.0], [-0.5, 0.7, -1.5], [1.0, 0.3, 0.5], [0.9, -1.9, 0.7], [-0.4, -0.2, 0.2], [0.1, 0.1, -0.1], [-0.1, -0.1, -0.6], [-0.2, 0.4, 0.2], [-0.7, 0.0, 0.3], [0.3, 0.5, 0.2], [-0.2, -0.3, 0.0], [0.1, 0.0, 0.1], [0.2, 1.0, 0.6], [-1.0, -0.4, -1.6], [-0.7, 0.1, 1.0], [1.4, -0.6, 1.0], [0.0, 0.1, -0.3], [0.0, -0.2, 0.2], [-0.3, 0.1, -0.2], [0.6, -0.5, -0.2], [0.5, 0.2, 0.2], [-0.2, 0.2, -0.5], [-0.4, 0.0, 0.0], [-0.2, -0.1, 0.0], [-0.7, 0.9, -1.0], [0.0, 0.3, 0.9], [0.4, -1.0, -0.4], [0.3, 0.0, -1.0], [-0.1, 0.3, -0.1], [-1.9, 0.2, 0.0], [0.2, -0.4, -0.4], [1.0, -1.1, 0.0], [0.1, 1.1, -0.3], [-0.4, -0.3, 0.1], [0.4, -0.3, 0.0], [0.1, 0.0, 0.9], [0.1, 0.2, 0.5], [-0.2, 0.0, 0.1], [0.2, 0.3, -0.1], [0.0, 0.0, 0.2], [-0.1, 0.1, -0.3], [0.8, 0.0, -0.1], [0.0, 0.1, 0.0], [0.4, 0.4, 0.6], [0.1, -0.2, 0.1], [-0.4, 0.0, 0.0], [-0.6, 0.1, -0.2], [0.5, -0.4, 0.4], [-1.1, 1.2, 0.3], [0.3, -0.6, 0.3], [0.3, 0.0, 0.1], [0.6, 0.5, 0.9], [0.4, 0.1, -1.5], [0.6, -0.2, -0.5], [-0.2, -0.5, 0.4], [-0.1, 0.3, -0.2], [0.2, -0.4, -0.4], [-0.3, 0.4, 0.1], [0.2, 0.1, -0.2], [0.0, -0.2, 0.3], [-0.6, -0.3, 0.2], [-0.6, -0.3, 0.5], [0.5, -0.2, 0.0], [0.2, 0.3, 0.4], [0.0, -0.4, -0.4], [0.6, -0.5, -1.0], [-0.6, -1.0, -1.0], [0.2, 1.7, -0.5], [1.6, -0.9, -0.1], [-1.1, -0.1, -0.1], [-0.3, 0.2, 1.4], [-0.6, -0.3, 0.2], [-0.2, -0.6, -0.1], [-0.4, 0.6, 0.2], [0.3, 0.4, -0.1], [0.1, 0.0, 0.5], [-0.2, -0.1, -0.2], [0.1, 0.1, 0.1], [0.0, 0.5, 0.3], [0.3, -0.1, -0.1], [0.0, 0.8, 0.1], [-0.2, -0.5, 0.3], [-0.6, 1.2, -0.4], [1.9, -0.1, 0.7], [-0.2, -0.2, -1.0], [-1.5, -0.3, -0.7], [1.5, 0.1, 0.7], [-1.4, -1.3, 0.3], [-0.2, -0.1, 0.0], [0.0, 0.2, 0.3], [-0.1, -0.4, 0.0], [0.5, 0.9, -0.2], [-0.6, -0.7, 0.2], [0.4, 0.8, 0.5], [-0.5, 0.3, -0.1], [0.4, 0.2, 0.2], [0.6, -0.7, 0.0], [-0.7, 0.0, -0.2], [0.6, 0.0, -0.3]],
  "de_lowest_kcal_mol": 0.0,
  "total_charge": -1,
  "spin_multiplicity": 2,
  "homo_lumo_gap_ev": [1.26, 9.15],
  "homo_energy_ev": [0.85, -7.04]
}


Listing largest force on an atom for the structures above in their given order: 5.1, 2.5 eV/A.
Listing DFT total energy for the structures above in their given order: -5255.29628, -2281.31995 hartree.